No. 1
Density functional theory data (ωB97M-V with the def2-TZVPD basis set) for C36H27IrN5P2S as an isolated structure.

The geometry in ORCA input format:
```
! wB97M-V def2-TZVPD RIJCOSX def2/J DEFGRID3
* xyz 4 6
Ir 0.42 -0.61 -0.50
S 0.65 -7.88 -2.59
N 1.85 -6.81 -2.46
C 1.31 -5.66 -2.11
C 2.01 -4.42 -1.88
C 3.39 -4.28 -2.04
C 3.95 -3.03 -1.80
C 3.12 -2.00 -1.40
N 1.79 -2.13 -1.23
C 1.23 -3.32 -1.48
C -0.24 -3.41 -1.35
N -0.88 -2.29 -1.02
C -2.22 -2.31 -0.94
C -2.98 -3.45 -1.16
C -2.33 -4.62 -1.49
C -0.94 -4.61 -1.60
C -0.16 -5.75 -1.96
N -0.61 -6.97 -2.22
H 4.00 -5.12 -2.34
H 5.01 -2.86 -1.92
H 3.53 -1.01 -1.20
H -2.69 -1.37 -0.68
H -4.06 -3.40 -1.08
H -2.88 -5.54 -1.68
N -1.00 1.49 0.84
P 0.04 0.38 1.64
C 1.45 1.27 2.28
C 1.26 2.23 3.28
C 2.34 2.94 3.76
C 3.62 2.69 3.27
C 3.82 1.73 2.28
C 2.73 1.02 1.79
C -0.87 -0.37 2.96
C -0.18 -1.25 3.80
C -0.84 -1.81 4.89
C -2.17 -1.50 5.13
C -2.86 -0.62 4.30
C -2.21 -0.06 3.20
P -0.50 1.60 -0.77
C 0.49 3.13 -0.97
C -0.18 4.39 -0.93
C 0.51 5.62 -1.12
C 1.85 5.61 -1.37
C 2.52 4.37 -1.42
C 1.83 3.12 -1.23
C -1.95 1.94 -1.76
C -1.77 2.16 -3.14
C -2.86 2.47 -3.93
C -4.13 2.55 -3.36
C -4.31 2.33 -2.00
C -3.22 2.02 -1.20
H -1.48 2.23 1.36
H 0.28 2.40 3.70
H 2.20 3.67 4.55
H 4.47 3.23 3.67
H 4.82 1.52 1.93
H 2.89 0.24 1.05
H 0.86 -1.48 3.63
H -0.31 -2.49 5.55
H -2.67 -1.93 5.99
H -3.89 -0.38 4.50
H -2.76 0.61 2.55
H -1.25 4.42 -0.76
H -0.05 6.55 -1.07
H 2.41 6.52 -1.53
H 3.59 4.35 -1.62
H 2.39 2.20 -1.28
H -0.78 2.10 -3.59
H -2.73 2.64 -4.99
H -4.98 2.80 -3.98
H -5.30 2.40 -1.57
H -3.38 1.84 -0.14
*
```

Calculated values
Molar mass ... 815.9 g mol⁻¹
ΔE to the lowest compared entry with this formula, charge and spin ... 0.0000 eV
⟨S²⟩ ... 8.81
Orbital gap (spin up / spin down) ... 6.21 / 3.59 eV

Atom charges from the Mulliken analysis, given in e for atoms 1 to 8: atom 1 (Ir): 1.412, atom 2 (S): 0.490, atom 3 (N): -0.540, atom 4 (C): 0.944, atom 5 (C): 0.143, atom 6 (C): -0.422, atom 7 (C): -0.937, atom 8 (C): 0.026

No. 2
Density functional theory data (ωB97M-V with the def2-TZVPD basis set) for a 2-piece molecular cluster, C3H5IN2O overall in a non-equilibrium geometry.

The geometry in ORCA input format:
```
! wB97M-V def2-TZVPD RIJCOSX def2/J DEFGRID3
* xyz 0 1
C -0.82 2.22 0.93
C -0.21 1.08 0.97
C 0.00 0.38 -0.22
N 0.09 0.40 -1.38
N 0.56 -2.05 -1.06
O 0.24 -1.72 0.17
I 0.83 0.28 2.70
H -0.99 2.71 1.83
H -1.34 2.59 0.15
H 0.33 -0.80 -1.60
H -0.19 -2.56 -1.39
H 1.50 -2.53 -1.10
*
```

Calculated values
Molar mass ... 212.0 g mol⁻¹
ΔE to the lowest compared entry with this formula, charge and spin ... 3.8191 eV
Orbital gap ... 9.02 eV

Atom charges from the Mulliken analysis, given in e for atoms 1 to 8: atom 1 (C): -0.707, atom 2 (C): -0.259, atom 3 (C): 0.571, atom 4 (N): -0.540, atom 5 (N): -0.324, atom 6 (O): -0.575, atom 7 (I): 0.138, atom 8 (H): 0.314

No. 3
Density functional theory data (ωB97M-V with the def2-TZVPD basis set) for C16H15Cl5Pt as an isolated structure.

The geometry in ORCA input format:
```
! wB97M-V def2-TZVPD RIJCOSX def2/J DEFGRID3
* xyz 0 1
Pt 0.02 0.10 0.29
C 0.52 -0.34 2.35
C -0.93 -0.35 2.34
C -1.30 -1.38 1.47
C -0.13 -2.18 1.14
C 0.98 -1.57 1.69
C 2.41 -2.01 1.68
C -0.18 -3.42 0.29
C -2.70 -1.74 1.05
C -1.84 0.59 3.08
C 1.38 0.43 3.30
H 2.73 -2.30 2.68
H 3.06 -1.21 1.34
H 2.55 -2.87 1.03
H -0.63 -4.25 0.85
H 0.81 -3.72 -0.03
H -0.79 -3.25 -0.60
H -2.85 -1.60 -0.02
H -3.43 -1.13 1.58
H -2.91 -2.79 1.28
H -2.23 0.11 3.98
H -2.69 0.89 2.47
H -1.31 1.49 3.38
H 1.53 -0.16 4.20
H 0.93 1.38 3.58
H 2.35 0.64 2.86
Cl 3.02 2.39 0.98
C 2.13 2.42 -0.50
C 1.06 1.55 -0.66
C 0.43 1.64 -1.90
Cl -0.88 0.46 -1.98
C 0.75 2.50 -2.93
Cl -0.15 2.48 -4.39
C 1.82 3.36 -2.72
Cl 2.28 4.46 -3.95
C 2.51 3.31 -1.50
Cl 3.84 4.38 -1.26
*
```

Calculated values
Molar mass ... 579.6 g mol⁻¹
ΔE to the lowest compared entry with this formula, charge and spin ... 0.0000 eV
Orbital gap ... 7.27 eV

Atom charges from the Mulliken analysis, given in e for atoms 1 to 8: atom 1 (Pt): 0.436, atom 2 (C): 1.034, atom 3 (C): 0.027, atom 4 (C): 0.578, atom 5 (C): 0.747, atom 6 (C): 0.179, atom 7 (C): -1.621, atom 8 (C): -1.722